1.
Density functional theory data (ωB97M-V/def2-TZVPD) for 6 unconnected molecules or ions with the total composition C16H20N6O2.

Element x y z (Å)
O: 2.318690 -2.583470 -4.349063
N: 1.747550 -2.165500 -3.331363
O: 1.817000 -2.722930 -2.235343
C: 1.089200 -0.872110 -3.480063
C: 0.114350 -0.463820 -2.497243
C: -0.565340 0.741270 -2.609323
C: -0.181300 1.590300 -3.619483
C: 0.771000 1.339920 -4.593953
C: 1.328800 0.048780 -4.540383
H: -0.289050 -1.116370 -1.737083
H: -1.338800 1.038080 -1.916453
H: -0.591190 2.589440 -3.629963
H: 1.043740 2.042420 -5.367583
H: 2.102280 -0.152950 -5.266633
C: 2.575720 3.677240 1.054417
C: 2.530420 4.310720 2.347107
N: 2.583700 4.828310 3.377597
H: 2.604040 2.589190 0.995827
H: 3.510230 3.996180 0.592827
H: 1.844990 4.201890 0.438887
C: -1.397540 2.186220 4.795247
C: -0.447940 2.262390 3.737407
N: 0.274170 2.348090 2.822967
H: -2.442180 2.108180 4.493987
H: -0.997880 2.976860 5.430267
H: -1.353960 1.257280 5.363837
C: -3.717810 -0.158510 -0.868283
C: -4.999450 -0.941520 -1.024393
N: -5.962880 -1.602020 -1.074973
H: -3.795180 0.717010 -0.223613
H: -3.554060 0.147520 -1.901543
H: -3.055650 -0.879600 -0.389053
C: 1.788450 -0.574360 1.894397
C: 0.448320 -0.856360 1.330287
N: -0.523360 -1.128210 0.816937
H: 2.220740 0.183770 1.241357
H: 2.411380 -1.435020 2.137947
H: 1.662280 -0.101210 2.868197
C: -0.214820 -4.692980 1.054297
C: -0.301370 -5.299310 2.407307
N: -0.263580 -5.772490 3.462987
H: -0.410370 -5.485640 0.332117
H: 0.672430 -4.171340 0.695447
H: -1.055750 -4.005360 0.964157

Cartesian forces, eV/Å:
O -0.871 0.344 1.175
N 1.764 -0.619 -0.881
O -0.666 0.865 -1.040
C -2.377 2.584 0.971
C -0.021 -1.053 -0.926
C 1.111 -0.580 -0.446
C -0.111 2.227 -0.558
C -0.353 -2.369 1.160
C 1.233 -0.409 0.328
H 0.689 -0.418 0.161
H 0.111 -0.147 0.094
H -0.407 0.128 -0.001
H -0.031 -0.035 0.090
H -0.015 -0.501 -0.068
C 0.731 0.887 -1.098
C 0.321 -0.041 1.606
N -0.182 -0.305 -0.803
H -0.684 0.256 0.394
H 0.293 0.028 0.056
H -0.435 -0.745 -0.132
C 0.103 -0.682 1.182
C 1.636 -0.568 -3.544
N -1.394 -0.230 1.997
H 0.076 1.222 -0.243
H -1.271 0.297 0.553
H 0.814 -0.146 0.004
C -1.857 -1.061 -0.330
C -1.505 -0.585 0.852
N 2.110 1.467 -0.084
H -0.391 -0.132 -0.072
H 0.999 -0.032 0.212
H 0.654 0.314 -0.552
C -0.924 0.690 0.557
C 2.712 -0.113 1.109
N -1.941 -0.324 -0.834
H 0.456 -0.366 0.052
H -0.159 -0.155 -0.837
H -0.231 0.269 -0.065
C -1.297 -0.488 -0.089
C 1.278 0.154 0.339
N -0.305 0.487 -1.102
H 0.019 -0.081 -0.011
H 0.257 -0.170 0.870
H 0.061 0.138 -0.046

E_LUMO: -0.0348 Ha
Kohn-Sham gap: 9.495 eV
ΔE to the lowest compared entry with this formula, charge and spin: 549.2 kJ/mol
SMILES string: O=[N+]([O-])c1ccccc1.CC#N.CC#N.CC#N.CC#N.CC#N
Highest occupied orbital energy: -10.442 eV

2.
Density functional theory data (ωB97M-V/def2-TZVPD) for a molecular structure, C16H20NO5S5Sb2SeSn.

Element x y z (Å)
Sn: -0.740256 -1.653161 1.392980
S: 5.163316 -0.929091 5.600918
C: 3.844246 -1.145020 4.647271
S: 3.907493 -1.338285 2.932326
C: 2.201283 -1.593930 2.637130
C: 1.411778 -1.540868 3.720478
S: -0.337830 -1.646653 3.818322
S: 2.226637 -1.225291 5.241054
S: 1.727075 -1.832124 0.968286
C: -2.487581 -2.344613 -2.676772
Sb: -0.699627 -1.509267 -1.867241
C: 0.614152 -2.219168 -3.416614
C: -0.981326 0.494336 -2.650310
C: 0.261313 1.322551 -2.482346
C: 1.301378 1.156180 -3.399739
C: 2.506412 1.829339 -3.277488
C: 2.691949 2.704096 -2.217746
C: 1.659746 2.903370 -1.316316
C: 0.440333 2.235069 -1.425703
C: -0.644887 2.539581 -0.439003
Sb: -0.760952 1.246215 1.286626
C: 1.250428 1.698127 1.943739
C: -1.701513 2.390732 2.796422
H: -2.584183 -2.104502 -3.735336
H: -3.330102 -1.946398 -2.114278
H: -2.461625 -3.425942 -2.545013
H: 0.247029 -1.919289 -4.399155
H: 0.650403 -3.307543 -3.366374
H: 1.618499 -1.826815 -3.262728
H: -1.847037 0.895214 -2.123154
H: -1.233296 0.381859 -3.706135
H: 1.152421 0.473502 -4.228913
H: 3.293505 1.670645 -4.004297
H: 3.627563 3.235817 -2.099314
H: 1.793018 3.603905 -0.499313
H: -1.638023 2.546234 -0.879229
H: -0.465014 3.516551 0.016861
H: 1.340680 2.786311 1.998212
H: 1.994042 1.293718 1.257846
H: 1.413817 1.276366 2.937530
H: -1.145567 3.319665 2.924239
H: -1.685821 1.811874 3.716074
H: -2.728393 2.576753 2.496598
O: -2.928853 -0.426476 2.665996
Se: -3.541162 -0.397889 1.154691
O: -2.938107 0.949434 0.401403
O: -2.643007 -1.651552 0.463379
O: -5.120644 -0.545675 1.019500
O: -1.414337 -5.899019 1.692182
C: -1.242663 -4.770418 1.383879
N: -1.036719 -3.658475 1.018589

Cartesian forces, eV/Å:
Sn 0.042 -0.142 -0.041
S 0.096 0.068 0.059
C -0.178 -0.098 -0.177
S 0.079 -0.013 0.014
C 0.204 0.031 -0.142
C -0.106 0.053 0.245
S -0.051 -0.011 -0.026
S -0.025 -0.027 0.002
S -0.209 0.060 0.018
C -0.005 0.000 0.057
Sb 0.079 -0.020 -0.150
C -0.005 0.023 0.015
C 0.093 0.127 0.080
C -0.054 -0.024 0.010
C 0.029 0.015 0.005
C -0.054 -0.034 -0.003
C -0.024 0.004 0.015
C 0.035 0.021 0.013
C -0.102 -0.098 -0.030
C -0.037 0.013 0.149
Sb 0.695 -0.077 -0.068
C 0.003 0.031 0.076
C -0.002 0.019 -0.133
H 0.023 0.011 -0.003
H 0.005 -0.024 -0.034
H -0.014 0.016 0.004
H -0.003 -0.001 0.015
H 0.003 0.010 0.016
H -0.015 -0.015 -0.013
H 0.022 0.019 -0.010
H -0.007 -0.018 0.006
H 0.013 0.008 0.005
H -0.013 -0.003 0.005
H -0.009 0.000 0.004
H 0.003 -0.005 -0.008
H -0.014 -0.032 -0.009
H -0.001 0.008 -0.054
H 0.081 -0.039 0.008
H -0.020 0.021 0.004
H -0.008 0.006 -0.031
H -0.019 0.011 -0.007
H -0.004 -0.049 -0.005
H -0.006 0.015 0.036
O -0.031 0.024 0.169
Se -0.024 0.430 0.549
O -0.393 0.015 -0.188
O -0.077 -0.025 -0.218
O -0.219 -0.225 -0.307
O -0.089 0.179 -0.049
C 0.172 -0.358 0.170
N 0.139 0.105 -0.043

E_LUMO: 0.0676 Ha
Kohn-Sham gap: 6.957 eV
ΔE to the lowest compared entry with this formula, charge and spin: 0.0 kJ/mol
Highest occupied orbital energy: -5.117 eV
Net charge: -1

Number 1 is which compound? C16H20N6O2

Look up the Kohn-Sham gap of the first one. 9.495 eV